No. 1
C33H53BaN2OP2S | ωB97M-V/def2-TZVPD

Atoms and positions in Å:
C -0.821 2.711 0.326
C -2.427 1.326 1.355
C -1.629 3.833 0.501
C -3.185 2.474 1.644
C -2.825 3.720 1.205
H -1.288 4.766 0.096
H -4.100 2.296 2.192
H -3.443 4.595 1.378
N -1.207 1.507 0.734
P 1.826 1.808 0.533
P -2.258 -1.459 0.946
C 0.580 2.868 -0.341
H 0.510 2.505 -1.378
H 0.895 3.930 -0.398
C -2.928 0.003 1.626
H -3.843 -0.051 2.254
C -3.051 -1.774 -0.753
C -2.207 -2.963 2.104
C 3.367 1.543 -0.596
C 2.126 2.705 2.158
C -2.111 -2.602 -1.662
H -2.034 -3.651 -1.351
H -2.522 -2.585 -2.681
H -1.090 -2.200 -1.736
C -4.372 -2.509 -0.544
H -4.236 -3.537 -0.189
H -5.015 -1.976 0.168
H -4.906 -2.561 -1.498
C -3.343 -0.394 -1.370
H -3.616 -0.502 -2.432
H -4.166 0.100 -0.843
H -2.470 0.262 -1.315
C -1.785 -4.223 1.329
H -0.799 -4.114 0.848
H -1.693 -5.069 2.022
H -2.496 -4.521 0.552
C -1.195 -2.742 3.242
H -0.147 -2.845 2.926
H -1.329 -1.780 3.748
H -1.344 -3.523 4.002
C -3.605 -3.052 2.697
H -4.385 -3.174 1.941
H -3.671 -3.903 3.381
H -3.836 -2.142 3.265
C 3.258 1.982 2.907
H 3.360 2.401 3.918
H 3.056 0.912 3.035
H 4.229 2.092 2.410
C 0.845 2.661 3.014
H 0.043 3.264 2.574
H 0.461 1.642 3.133
H 1.065 3.061 4.017
C 2.461 4.166 1.901
H 2.626 4.670 2.862
H 3.359 4.293 1.294
H 1.635 4.680 1.395
C 2.917 1.089 -1.996
H 2.271 1.824 -2.493
H 3.805 0.941 -2.629
H 2.380 0.133 -1.982
C 4.228 0.417 0.005
H 3.691 -0.539 0.098
H 5.077 0.220 -0.665
H 4.643 0.663 0.990
C 4.156 2.843 -0.708
H 3.528 3.676 -1.049
H 4.635 3.130 0.236
H 4.962 2.729 -1.443
Ba 0.601 -0.914 0.491
C 0.908 -0.467 3.251
O 1.426 -0.742 4.233
N -0.064 0.005 -1.715
C -0.335 0.267 -2.834
C -0.611 0.517 -4.171
C 0.280 0.054 -5.164
C -1.786 1.229 -4.498
C -0.002 0.315 -6.493
H 1.161 -0.499 -4.827
C -2.067 1.485 -5.827
H -2.419 1.548 -3.666
C -1.173 1.031 -6.816
H 0.699 -0.042 -7.270
H -2.986 2.047 -6.075
H -1.394 1.239 -7.858
C 2.967 -4.589 -0.144
S 2.352 -3.026 0.336
C 3.031 -2.767 1.972
H 2.409 -4.869 -1.060
H 2.768 -5.272 0.682
H 4.026 -4.415 -0.341
H 2.398 -3.224 2.737
H 4.008 -3.261 1.926
H 3.188 -1.701 2.222

## Properties
net charge: +1
total energy: -2580.1393 hartree
F_max: 0.09982 hartree/bohr

Atomic partial charges in e from the Löwdin method, atoms 1 to 5: -0.3847 -0.3783 -0.0824 -0.0547 -0.0694



No. 2
C20H41BaNO13 | ωB97M-V/def2-TZVPD

Atoms and positions in Å:
Ba -2.208 -16.793 -11.421
C 2.027 -16.630 -9.032
C 3.371 -17.130 -9.307
C 3.681 -17.455 -10.777
O 4.843 -17.499 -11.157
C 2.591 -17.703 -11.699
C 1.256 -17.532 -11.280
C 1.018 -16.785 -9.994
O -0.093 -16.431 -9.712
O 0.303 -17.991 -11.913
O 4.250 -17.189 -8.497
H 1.711 -16.631 -8.022
H 2.787 -18.304 -12.552
C -1.148 -23.962 -11.348
O -0.907 -22.576 -11.316
C -1.701 -21.813 -10.434
C -1.583 -20.319 -10.924
N -2.382 -19.376 -10.175
C -3.767 -19.537 -10.561
C -4.612 -18.475 -9.854
O -4.608 -17.361 -10.354
C -5.739 -16.659 -9.865
H -1.077 -24.444 -10.393
H -0.448 -24.469 -12.086
H -2.100 -24.232 -11.737
H -1.334 -22.013 -9.420
H -2.739 -22.228 -10.451
H -1.578 -20.143 -12.014
H -0.533 -20.015 -10.728
H -2.425 -19.679 -9.205
H -4.115 -20.539 -10.387
H -3.937 -19.495 -11.645
H -4.319 -18.406 -8.834
H -5.611 -18.956 -9.850
H -6.541 -16.963 -10.496
H -5.582 -15.628 -10.005
H -6.027 -16.867 -8.835
C -3.896 -12.420 -12.871
C -3.132 -13.213 -11.924
O -3.892 -14.322 -11.467
H -4.518 -11.726 -12.299
H -4.618 -12.998 -13.493
H -3.250 -11.748 -13.462
H -2.749 -12.731 -11.091
H -2.190 -13.618 -12.310
H -4.528 -13.978 -10.872
C -2.107 -15.616 -7.719
C -1.898 -16.972 -7.293
O -3.054 -17.609 -6.843
O -3.056 -15.714 -8.816
H -1.219 -15.041 -7.855
H -2.608 -14.992 -7.016
H -1.030 -17.028 -6.626
H -1.554 -17.611 -8.103
H -2.779 -18.484 -6.577
H -3.829 -16.031 -8.366
C -1.803 -17.563 -15.097
C -1.745 -16.086 -14.930
O -1.018 -15.807 -13.763
O -2.252 -18.233 -13.872
H -0.801 -17.920 -15.472
H -2.535 -17.797 -15.868
H -2.732 -15.640 -14.936
H -1.140 -15.664 -15.709
H -0.172 -15.671 -14.056
H -2.700 -19.023 -14.200
C -5.167 -17.441 -13.817
C -5.762 -16.900 -15.067
O -6.448 -15.710 -14.773
O -4.421 -16.527 -13.095
H -4.597 -18.357 -13.972
H -6.030 -17.732 -13.150
H -6.410 -17.661 -15.553
H -4.894 -16.652 -15.697
H -6.670 -15.201 -15.549
H -4.876 -15.688 -13.087

## Properties
total energy: -1844.8590 hartree
F_max: 0.22629 hartree/bohr

Atomic partial charges in e from the Löwdin method, atoms 1 to 5: 2.1118 0.0146 -0.4067 -0.3802 0.0242